The following is a quantum chemistry calculation of C36H38Cl2GaN3O3P2S2 as an isolated structure in a non-equilibrium geometry, from OMol25.

```
87
Properties=species:S:1:pos:R:3:forces:R:3
C -3.168952 -0.109770 1.848653 0.0 0.0 0.0
H 6.071397 1.364035 1.585657 0.0 0.0 0.0
H -3.704457 3.719234 -3.978938 0.0 0.0 0.0
H 3.277302 1.053523 3.793897 -0.1 0.0 0.0
C 1.752369 2.078969 -4.064129 0.0 0.0 0.0
C 0.332465 -2.983766 -3.857320 0.4 -0.2 0.2
H -2.988516 -0.571390 5.678786 0.0 0.0 0.0
C -2.048147 0.334403 2.542804 0.2 -0.1 -0.1
C 1.300912 2.579995 -1.359615 -0.1 0.0 0.0
H -1.374118 -1.856074 -4.538908 0.0 0.0 0.0
N 2.516026 -0.368837 2.423146 0.1 0.0 0.2
H -5.373255 -0.116105 -3.059036 0.0 0.0 0.0
H -0.106413 -5.812048 0.949358 -0.1 0.0 0.0
Cl 1.731233 -5.315321 -6.798459 0.0 0.0 -0.1
C 1.475633 -4.556128 -5.273815 0.1 0.0 0.1
O 1.092855 -2.730006 -1.595961 0.0 0.0 0.4
H 3.000168 -5.731880 -4.311458 0.0 0.0 0.0
C -1.981757 0.144314 3.924566 0.0 0.0 0.0
H -1.892411 5.052118 4.187278 0.0 0.0 0.0
H 0.798188 -3.475417 2.457048 0.0 -0.1 -0.1
H 1.715537 -0.972426 2.350021 -0.1 0.0 -0.1
C -0.734804 -2.068474 -3.669875 -0.1 0.1 0.0
C -2.470139 2.425494 -2.808938 0.0 -0.1 0.1
C -4.156033 -0.877117 3.905327 0.0 0.0 -0.1
N -1.172802 1.622984 0.216909 -0.1 -0.6 -0.1
H -0.728223 -5.249544 -0.613647 0.0 0.1 0.0
H 2.282709 4.642419 3.331469 0.0 0.0 0.0
C -4.557721 0.591356 -2.991334 0.0 -0.1 0.1
C 2.864260 0.050253 3.778016 0.1 0.1 0.1
C 0.701868 1.454643 -3.413867 0.0 0.0 0.1
Cl 3.086014 -4.816072 -1.615356 0.1 -0.1 0.0
O -0.782769 -2.361167 0.495847 -0.3 0.4 0.0
C -1.073430 4.490915 3.757558 0.0 0.0 0.0
C 1.161870 -3.314563 -2.757617 -0.1 0.1 -0.3
H 3.380085 3.460996 -3.881432 0.0 0.0 0.0
S -1.176708 -3.700190 1.138912 0.7 -0.1 0.1
H 1.954308 0.055898 4.373995 0.0 0.0 0.0
C -4.657763 1.830923 -3.608169 0.0 0.0 0.0
P -0.564180 0.976921 1.689220 -0.2 0.3 0.1
H -1.659055 3.138200 -2.734768 0.0 0.0 0.0
N 4.233338 0.543631 1.100258 0.1 0.1 -0.1
H -1.983371 2.229842 0.263303 0.0 0.1 -0.1
H 4.532323 0.585476 0.137599 -0.1 0.0 0.0
H -5.544597 2.081515 -4.174396 0.0 0.0 0.0
C -4.220320 -0.708774 2.529360 -0.1 0.0 0.0
H -0.088383 -3.280979 -5.955070 0.0 -0.1 0.0
H 0.043811 0.782615 -3.952791 0.0 0.0 -0.1
H -0.676327 -2.881962 3.297048 0.0 0.0 0.0
C 2.570306 2.960162 -3.368122 0.0 0.0 0.0
C -1.325512 3.272754 3.145926 0.1 0.0 0.0
H -0.365657 -4.632017 3.182571 0.0 0.0 0.0
H 1.926310 1.890342 -5.114957 0.0 0.0 0.0
C -3.621200 2.748702 -3.508928 0.0 0.1 0.0
C 1.271801 4.260146 3.274823 0.1 0.0 0.0
C 3.128594 -0.163022 1.270129 -0.4 0.0 -0.2
H -4.982961 -1.332665 4.433503 0.0 0.0 0.0
H -3.314112 -0.719418 -1.827778 0.0 0.0 0.0
C -3.411887 0.254535 -2.289844 0.0 0.0 0.0
H 3.574166 -0.640843 4.234255 0.0 0.0 0.0
C 0.223088 4.983170 3.823569 0.0 0.0 0.0
Ga 0.218610 -1.284617 -0.716745 0.1 -0.5 -0.7
C -0.276445 2.541572 2.590833 0.0 -0.3 0.0
H 0.414093 5.935376 4.299917 0.0 0.0 0.0
C -3.034575 -0.449751 4.604279 0.1 0.0 0.0
C 1.021276 3.044230 2.656635 0.0 0.0 0.0
C 2.110461 -4.344685 -2.959101 -0.1 0.1 0.1
H 4.713117 2.171692 2.363170 0.0 0.0 0.0
C -0.250024 -3.672209 2.680597 -0.2 0.1 -0.1
C 0.522527 -3.590180 -5.116067 -0.1 0.0 0.0
C 5.110961 1.200933 2.065697 0.0 0.1 0.2
H -2.338635 2.891694 3.106824 0.0 0.0 0.0
P -0.878319 0.836066 -1.243971 0.3 0.7 0.8
H 5.276017 0.586546 2.946328 0.0 0.0 -0.1
H 2.980532 3.903965 -1.488599 0.0 0.0 0.0
H 1.108165 2.778211 -0.311972 0.0 0.1 0.0
H 0.775536 -4.538502 0.035727 0.0 0.1 0.1
H -3.236082 0.015158 0.774496 0.0 0.0 0.0
S 2.550432 -0.964148 -0.173636 -0.1 -0.1 0.0
C 2.263729 -4.950677 -4.180736 -0.1 0.1 0.0
C -0.200805 -4.949627 0.290141 -0.1 0.0 0.0
H -1.111184 0.493578 4.471226 0.0 0.0 0.0
C -2.366654 1.170817 -2.206223 0.2 -0.3 0.0
H 1.835692 2.483234 2.208397 0.0 0.0 0.0
C 0.466226 1.718072 -2.063030 -0.1 -0.2 -0.2
C 2.345886 3.207647 -2.021228 0.1 0.0 0.0
O -1.016502 -1.512700 -2.594567 0.0 0.0 0.0
H -5.097027 -1.036165 1.985365 0.0 0.0 0.0
```
Forces are in eV/Å.

* energy above the lowest of the compared OMol25 structures with the same formula, charge and spin: 1.242 eV
* LUMO level: -5.230 eV
* highest occupied orbital energy: -12.9 eV
* total charge: +2
* HOMO-LUMO gap: 7.646 eV

---

The following is a quantum chemistry calculation of a 2-piece molecular cluster, CH3Cl2P overall in a non-equilibrium geometry, from OMol25.

```
7
Properties=species:S:1:pos:R:3:forces:R:3
Cl 0.233973 -1.611915 -1.358333 0.1 -0.8 -0.1
Cl 1.847473 1.102429 1.705811 0.7 0.2 -0.1
C -0.488776 -0.118837 -1.098412 -2.7 -0.9 3.6
H 0.066483 -0.631765 1.617635 0.2 -2.5 0.4
H -1.605073 -0.065154 -0.926949 1.6 -0.2 -0.6
H 0.060060 0.656537 -1.433784 1.3 2.6 -1.3
P -0.114140 0.668704 1.494031 -1.2 1.7 -1.8
```
Forces are in eV/Å.

* energy above the lowest of the compared OMol25 structures with the same formula, charge and spin: 3.584 eV
* LUMO level (spin up / spin down): -0.782 / -0.461 eV
* highest occupied orbital energy (spin up / spin down): -8.4 / -8.3 eV
* HOMO-LUMO gap (spin up / spin down): 7.640 / 7.792 eV

---

The following is a quantum chemistry calculation of a 2-piece molecular cluster, C3H10OS2 overall in a non-equilibrium geometry, from OMol25.

```
16
Properties=species:S:1:pos:R:3:forces:R:3
C 1.381782 1.611108 0.607686 1.8 -1.4 1.3
H 2.244536 -0.255308 1.597157 -0.2 1.4 0.1
H 0.811775 0.565745 2.355472 0.1 -0.5 0.3
H 2.115861 2.103498 1.255923 -0.3 1.0 -0.4
H -3.164562 -3.203647 -2.793911 0.2 -0.5 0.2
H -1.256905 3.896900 -1.132953 0.5 0.2 0.3
S 0.075367 3.751242 -0.842407 -0.6 0.1 -0.4
H -0.525038 -0.551215 0.313679 0.7 0.1 0.7
C 0.520924 -0.815531 0.648539 -1.6 1.2 -0.6
H 1.008824 -0.910757 -0.323658 0.3 -0.8 0.3
C 1.281279 0.275982 1.415261 -1.0 -0.8 -0.8
H 0.413812 -1.705371 1.259811 0.3 -0.3 -0.4
H 1.870933 1.429748 -0.360980 -0.8 0.5 -0.1
S -0.229585 2.446694 0.609423 0.7 -0.6 -0.2
O -3.600043 -3.998659 -2.459735 -0.3 0.1 0.1
H -2.948959 -4.640430 -2.149307 0.1 0.4 -0.2
```
Forces are in eV/Å.

* energy above the lowest of the compared OMol25 structures with the same formula, charge and spin: 0.693 eV
* LUMO level (spin up / spin down): -4.616 / -8.095 eV
* spin multiplicity: 2
* highest occupied orbital energy (spin up / spin down): -13.4 / -13.4 eV
* ⟨S²⟩: 0.754
* total charge: +1
* HOMO-LUMO gap (spin up / spin down): 8.764 / 5.285 eV

---

The following is a quantum chemistry calculation of C6H14ClMnO3 as an isolated structure in a non-equilibrium geometry, from OMol25.

```
25
Properties=species:S:1:pos:R:3:forces:R:3
H 18.719771 -5.522911 -19.217720 0.4 -0.1 0.1
C 18.427583 -6.552978 -19.421886 -0.5 -0.2 -1.8
Cl 18.398505 -7.412008 -11.616611 0.0 -0.1 0.1
H 12.771497 1.080661 -12.523214 0.0 0.0 -0.1
O 17.605775 -5.686970 -21.568864 -0.8 0.4 0.1
C 14.915361 0.667884 -12.372912 0.3 0.5 -0.8
O 17.139099 -6.791980 -18.908438 -0.3 0.0 0.9
H 19.121626 -6.910528 -21.537783 0.9 -0.3 0.8
H 15.097940 1.064540 -13.371631 -0.9 -0.4 -0.5
H 15.767519 1.203716 -11.954811 -0.1 -0.5 1.2
C 18.237387 -6.761514 -20.918088 0.8 -0.4 -0.8
C 13.537558 1.059388 -11.748104 0.6 -0.8 -0.9
H 17.309583 -6.098970 -22.383804 -0.3 0.5 -0.2
O 14.036806 -1.250049 -11.331436 -1.1 -0.2 0.0
H 15.941169 -1.191343 -11.845759 0.4 -0.1 -0.7
H 12.264971 -0.453975 -10.667285 0.0 0.2 -0.1
H 17.659629 -7.672539 -21.074047 -0.2 -0.2 0.4
H 13.765175 0.088925 -9.851024 -0.3 0.1 0.4
H 19.132199 -7.317546 -19.094666 0.3 0.2 0.3
C 13.294904 -0.127042 -10.810344 1.1 0.0 0.2
Mn 18.020007 -9.681016 -7.940723 0.0 0.1 -0.1
H 17.156728 -6.495006 -17.995699 -0.3 0.0 0.1
H 14.772206 -1.388181 -13.240502 0.2 0.1 -0.1
H 13.570846 2.058883 -11.314499 0.0 -0.3 0.4
C 15.000633 -0.882796 -12.302146 -0.2 1.4 1.1
```
Forces are in eV/Å.

* energy above the lowest of the compared OMol25 structures with the same formula, charge and spin: 3.473 eV
* LUMO level (spin up / spin down): -7.262 / -7.449 eV
* spin multiplicity: 6
* highest occupied orbital energy (spin up / spin down): -10.8 / -10.8 eV
* ⟨S²⟩: 8.997
* total charge: +1
* HOMO-LUMO gap (spin up / spin down): 3.522 / 3.336 eV

---

The following is a quantum chemistry calculation of one molecule with the formula C3H4O2 in a non-equilibrium geometry, from OMol25.

```
9
Properties=species:S:1:pos:R:3:forces:R:3
C 0.517899 0.440086 -0.275608 -0.2 -1.4 -0.6
O -1.584490 -0.711274 0.276252 -0.9 -0.8 -0.4
H 0.821078 1.259719 -0.884696 0.2 0.7 -0.2
H 0.763762 -1.321545 0.509805 -0.3 -2.1 0.9
O -2.065329 0.470422 -0.508781 1.5 -0.4 0.6
C -0.882670 0.442219 0.300857 0.1 0.8 0.1
H -1.047226 0.962722 1.242239 0.3 0.4 -0.1
H 2.236705 -0.852681 -0.502689 0.3 0.0 -0.3
C 1.240270 -0.689671 -0.157376 -0.9 2.8 0.0
```
Forces are in eV/Å.

* energy above the lowest of the compared OMol25 structures with the same formula, charge and spin: 4.672 eV
* LUMO level: 0.946 eV
* highest occupied orbital energy: -10.6 eV
* HOMO-LUMO gap: 11.538 eV

---

The following is a quantum chemistry calculation of one molecule with the formula C18H19F2N5O2S2 in a non-equilibrium geometry, from OMol25.

```
48
Properties=species:S:1:pos:R:3:forces:R:3
F -1.218415 2.030006 -5.198138 0.6 1.9 0.9
O 3.367637 2.694035 -1.955466 -3.1 0.4 -0.6
C -0.153809 0.250734 4.174117 -0.6 -0.3 1.3
C -4.344166 -5.317850 1.565411 2.1 0.8 -0.5
N 1.411960 3.276622 -3.127147 0.1 1.0 -2.2
H 4.076699 3.637942 -5.549834 -1.1 0.1 0.5
C -0.489389 -0.458425 2.850746 1.5 2.9 -0.8
H 2.785791 2.494011 -5.892618 -0.6 0.6 0.2
C 1.350532 0.273447 4.284132 0.4 -1.8 -0.7
H -5.041084 -6.003034 2.053179 -0.1 0.6 -0.5
C 3.201064 3.109331 -5.079637 0.8 -0.7 -0.1
H -0.015756 -4.429998 0.919534 -0.1 -0.5 -0.6
C 2.240902 4.038286 -4.249197 0.0 -0.7 -0.5
C -0.697652 -4.147027 1.705557 1.2 0.9 1.3
C 2.119248 2.713844 -2.039736 2.1 -0.3 2.0
C -3.050056 -5.029123 2.202753 -1.8 -3.0 3.3
C 1.852868 0.373909 2.831513 -0.9 -0.2 0.3
S -0.959577 0.785928 -0.130441 1.5 1.2 -0.6
C 0.041600 2.909773 -3.333624 0.9 -0.5 1.2
H 2.891338 4.809558 -3.831834 -0.3 -0.4 0.8
H -1.267267 -2.295162 0.939771 0.6 0.2 0.1
H 3.717586 2.332453 -4.482770 -0.5 0.7 0.3
H 1.669723 1.187685 4.731467 0.4 0.1 1.2
N 1.574762 1.483175 0.251090 0.4 0.3 1.1
C -0.036048 1.811820 -1.239558 -0.8 1.2 -2.9
C -2.107110 -4.502385 1.447889 0.2 0.7 -1.0
C -4.289543 -4.783116 0.303418 -0.3 0.0 1.4
F -1.894375 4.017508 -4.412395 -0.1 -0.4 0.8
O -1.002587 -2.457596 3.971122 1.6 1.5 -3.2
S -2.853689 -3.916205 -0.053151 0.5 -1.2 0.3
H 2.153969 1.401473 2.696378 0.5 0.1 -0.6
C -0.809125 3.255729 -4.607035 1.9 -0.6 -1.5
C 0.542060 0.863778 0.757633 1.0 -2.1 3.3
H -2.909816 -5.419462 3.289677 0.2 0.8 -2.1
C 1.233909 2.149381 -0.903327 -0.2 -1.5 -1.0
H 1.579331 4.661119 -4.937815 0.4 -1.3 1.1
H -0.136603 -4.550074 2.636120 -1.7 0.8 -1.1
H -5.012677 -4.760474 -0.452283 -1.1 -0.2 -0.8
N -0.646077 -2.674147 1.652731 0.8 2.0 2.1
H -0.400837 1.302781 4.115268 -0.8 0.1 -0.4
H 2.664773 -0.336059 2.627546 -0.2 0.3 -0.2
N -0.511736 2.173090 -2.454517 -2.6 0.2 -0.5
H -0.189918 3.840543 -5.350027 -0.6 -1.1 0.6
H -0.611250 -0.155318 5.106550 0.1 0.1 -1.0
H 1.687601 -0.678269 4.760837 0.1 1.0 -0.1
C -0.671538 -1.905471 2.874423 -1.3 -5.1 2.3
H -1.488606 -0.197356 2.515989 -0.2 1.0 -0.5
N 0.645353 0.138588 2.015696 -0.7 0.4 -2.3
```
Forces are in eV/Å.

* LUMO level: 0.063 eV
* highest occupied orbital energy: -8.1 eV
* HOMO-LUMO gap: 8.207 eV

---

The energy results, record by record, are as follows: -166220.3599 -35416.9520 -26982.3040 -56419.9138 -7266.0136 -57622.3013 eV.